Entry 1:
The following is a DFT calculation (ωB97M-V/def2-TZVPD) of a cluster of 17 separate species, C20H41B3Cl32INO4 in total in a non-equilibrium geometry.

Structure (ORCA input):
```
! wB97M-V def2-TZVPD RIJCOSX def2/J DEFGRID3
* xyz 0 1
C 0.174 -1.808 0.585
N 0.711 -0.865 -0.512
C 2.130 -0.455 -0.170
B 3.296 -1.498 -0.677
O 3.123 -2.927 -1.005
B 4.046 -3.626 -0.044
O 5.388 -3.126 0.335
B 5.375 -1.650 0.381
C 5.970 -0.698 1.583
C 5.311 -0.998 3.058
O 6.067 -0.717 4.152
I 3.330 -1.861 3.443
O 4.702 -0.968 -0.780
H 0.745 -2.830 0.587
H -0.991 -1.940 0.363
H 0.317 -1.340 1.661
H 0.140 0.017 -0.354
H 2.168 -0.346 1.018
H 2.417 0.612 -0.592
H 3.649 -4.638 0.460
H 7.134 -0.916 1.681
H 5.869 0.426 1.225
C -1.182 1.014 3.000
Cl -1.867 1.099 1.372
Cl -1.397 -0.596 3.697
H -0.114 1.240 2.949
H -1.684 1.747 3.636
C -1.618 -2.503 6.753
Cl -3.276 -2.457 7.362
Cl -1.500 -3.512 5.305
H -1.301 -1.487 6.505
H -0.965 -2.915 7.527
C 4.275 -5.321 -3.868
Cl 3.590 -5.235 -5.496
Cl 4.059 -6.931 -3.171
H 5.342 -5.095 -3.919
H 3.772 -4.588 -3.232
C -3.610 -5.688 8.664
Cl -2.420 -6.705 9.486
Cl -5.217 -5.889 9.373
H -3.308 -4.642 8.756
H -3.650 -5.969 7.608
C 3.328 3.396 1.499
Cl 2.644 3.481 -0.128
Cl 3.113 1.786 2.196
H 4.396 3.622 1.448
H 2.826 4.129 2.135
C 5.102 -2.115 -7.328
Cl 6.342 -2.127 -8.588
Cl 5.400 -0.826 -6.155
H 4.125 -1.956 -7.791
H 5.112 -3.077 -6.810
C -5.913 1.799 1.350
Cl -5.164 0.422 0.532
Cl -4.732 2.675 2.331
H -6.325 2.477 0.599
H -6.714 1.435 1.998
C 8.214 1.269 -7.761
Cl 7.855 2.976 -8.051
Cl 9.575 0.728 -8.752
H 8.465 1.132 -6.707
H 7.333 0.673 -8.011
C -6.390 1.416 6.058
Cl -6.749 3.123 5.768
Cl -5.030 0.876 5.067
H -6.140 1.279 7.112
H -7.271 0.820 5.807
C -4.975 2.533 -2.906
Cl -3.785 1.516 -2.084
Cl -6.582 2.332 -2.196
H -4.674 3.579 -2.813
H -5.015 2.252 -3.961
C 7.100 -9.263 -2.831
Cl 7.526 -9.243 -1.115
Cl 7.140 -10.907 -3.477
H 6.093 -8.857 -2.952
H 7.815 -8.646 -3.382
C -3.369 5.287 0.329
Cl -3.494 5.209 -1.433
Cl -3.540 6.949 0.906
H -4.160 4.675 0.769
H -2.392 4.903 0.633
C 6.098 -2.033 -12.527
Cl 4.440 -1.986 -11.918
Cl 6.216 -3.041 -13.975
H 6.415 -1.017 -12.775
H 6.750 -2.444 -11.753
C -10.290 4.030 3.630
Cl -10.220 2.551 4.595
Cl -8.973 4.084 2.452
H -11.245 4.063 3.099
H -10.208 4.893 4.295
C 2.734 7.614 -0.109
Cl 3.028 6.783 1.423
Cl 1.495 6.783 -1.057
H 2.399 8.634 0.097
H 3.664 7.640 -0.684
C -13.782 5.764 3.055
Cl -13.712 4.285 4.021
Cl -12.465 5.818 1.877
H -14.736 5.798 2.524
H -13.700 6.628 3.720
*
```



Entry 2:
The following is a DFT calculation (ωB97M-V/def2-TZVPD) of the molecule C4H3NO2 in a non-equilibrium geometry.

Structure (ORCA input):
```
! wB97M-V def2-TZVPD RIJCOSX def2/J DEFGRID3
* xyz 0 1
C -1.645 0.427 0.640
C -0.411 -0.219 0.291
C 0.721 -0.399 1.029
C 1.415 -0.229 -1.163
H 1.012 -0.792 2.139
H 1.794 0.782 -1.681
H 1.677 -1.044 -2.098
N -2.714 1.203 0.703
O 1.838 -0.606 0.101
O -0.083 -0.001 -1.108
*
```

relative energy (zero: lowest compared OMol25 entry of this formula, charge and spin)	494.5	kJ/mol
SMILES	N#CC1=COCO1



Number 1: orbital gap 8.5 eV. Number 2: orbital gap 8.9 eV.